{
  "formula": "C3H14N2O2",
  "method": "ωB97M-V/def2-TZVPD",
  "e_above_lowest_ev": 0.949,
  "smiles": "CCNCN.O.O",
  "energy_ha": -382.66490,
  "multiplicity": 1,
  "lumo_energy_ev": 0.61,
  "symbols": ["C", "C", "N", "C", "N", "H", "H", "H", "H", "H", "H", "H", "H", "H", "H", "O", "H", "H", "O", "H", "H"],
  "positions_angstrom": [[-0.98334, 2.45302, -1.23922], [-0.73515, 0.94768, -1.32852], [-0.91010, 0.24458, -0.04625], [-0.15315, 0.59158, 1.13154], [-0.70954, -0.00524, 2.34710], [-0.29696, 2.85513, -0.49585], [-0.74893, 2.93026, -2.17851], [-1.96805, 2.66847, -0.83312], [0.29629, 0.74827, -1.64250], [-1.38865, 0.45429, -2.03518], [-1.88775, 0.06481, 0.13793], [0.87888, 0.23546, 1.06744], [-0.02489, 1.67228, 1.28200], [-0.56014, -1.00098, 2.24875], [-1.72527, 0.13558, 2.35970], [3.46216, -2.83161, 0.17651], [2.59524, -2.60982, 0.53333], [3.94570, -3.18834, 0.93254], [0.40526, -2.08252, -1.17039], [0.35435, -2.91818, -0.69402], [0.15402, -1.36473, -0.55329]],
  "atomic_forces_ev_per_a": [[0.6, -0.6, 0.7], [0.5, 0.0, 1.0], [-0.2, -0.6, -0.7], [0.2, 0.6, 0.7], [-0.2, 0.1, -0.7], [0.2, 0.2, -0.1], [-0.3, 0.3, -0.3], [-0.3, 0.1, -0.5], [-0.1, 0.1, -0.2], [-0.1, 0.0, -0.2], [0.1, 0.2, 0.2], [0.0, -0.2, -0.3], [-0.4, 0.0, 0.0], [-0.2, -0.2, 0.3], [0.4, 0.0, 0.1], [0.1, -0.1, 0.3], [0.0, 0.1, -0.2], [0.0, 0.1, -0.2], [0.3, 0.1, 0.2], [-0.1, 0.2, 0.0], [-0.4, -0.4, -0.3]]
}